Formula: C21H43KO16
Source: the Open Molecules 2025 dataset
Level of theory: wB97M-V/def2-TZVPD

Each line ends with the Mulliken charge.
CARTESIAN COORDINATES (ANGSTROEM)
1 K -13.33383 -4.35288 -5.36494  0.94
2 O -17.54999 -3.80166 -5.02795  -0.37
3 O -15.12569 2.50005 -3.35703  -0.62
4 O -8.55879 0.81543 -5.56324  -0.41
5 O -16.24185 0.29472 -7.34136  -0.16
6 O -17.93044 -5.23891 -6.58578  -0.34
7 O -12.04039 -2.03734 -6.09551  -1.02
8 O -8.36747 -1.21321 -6.49847  -0.55
9 O -18.00767 0.58739 -5.94314  -0.53
10 O -16.00048 -4.08713 -6.65016  -0.64
11 O -9.98880 -1.31456 -9.38390  -0.56
12 O -8.81485 0.38767 -10.28850  -0.37
13 O -17.82455 -1.12127 -7.40901  -0.35
14 O -17.16344 1.61424 -2.96297  -0.27
15 O -6.57728 0.07628 -6.02071  -0.32
16 O -10.86842 0.74965 -9.77777  -0.37
17 O -15.43073 0.41501 -2.54426  -0.33
18 C -17.05323 -4.35001 -6.13322  0.92
19 C -17.41510 -0.01532 -6.80466  0.72
20 C -12.90911 -1.01313 -5.80267  1.30
21 C -15.83992 1.59817 -3.00649  0.93
22 C -4.30144 -0.53070 -6.36828  -1.26
23 C -13.12966 0.71836 -10.59382  -1.36
24 C -12.22712 0.40037 -9.44384  0.18
25 C -19.21978 2.83074 -2.91717  -1.35
26 C -19.09693 -1.65778 -7.10003  -0.61
27 C -5.72985 -1.00258 -6.42959  -0.10
28 C -18.44299 -7.12375 -7.97875  -1.27
29 C -9.91795 -0.18740 -9.79033  0.88
30 C -7.87509 -0.21359 -6.06181  0.79
31 C -15.56553 1.43226 -6.84404  1.29
32 C -14.03214 0.20041 -2.51670  -0.76
33 C -9.97579 0.62615 -5.52219  -0.61
34 C -16.85717 -2.68784 -4.46239  -0.20
35 C -17.59066 -5.87605 -7.82307  -0.09
36 C -7.66477 -0.43490 -10.35867  -0.68
37 C -17.80043 2.81602 -3.43152  0.08
38 C -15.88145 2.66735 -7.67578  -1.50
39 H -17.74259 2.80932 -4.52025  0.00
40 H -6.90525 -0.06763 -9.66969  0.18
41 H -4.12267 0.22516 -7.12918  0.30
42 H -5.89085 -1.86527 -5.77623  0.31
43 H -10.24349 -0.43562 -5.45201  0.32
44 H -13.95594 -1.34046 -5.56606  -0.57
45 H -15.18815 3.47124 -7.42509  0.42
46 H -19.46814 -6.98055 -7.63666  0.33
47 H -6.03316 -1.32446 -7.42797  0.24
48 H -14.14887 0.48873 -10.27146  0.31
49 H -7.91009 -1.46561 -10.10120  0.35
50 H -19.72025 1.89847 -3.18747  0.29
51 H -12.89074 0.11774 -11.47378  0.37
52 H -19.85177 -1.19321 -7.74315  0.35
53 H -19.06568 -2.71877 -7.31984  0.11
54 H -18.03681 -7.97861 -7.43609  0.32
55 H -3.65385 -1.39914 -6.48736  0.39
56 H -12.53463 -0.39709 -4.95707  -0.16
57 H -12.35139 -0.63947 -9.14533  0.37
58 H -13.07713 1.75838 -10.91704  0.32
59 H -14.50229 1.21400 -6.77578  -0.01
60 H -4.07783 -0.13237 -5.37815  0.32
61 H -19.38505 -1.43447 -6.07350  0.33
62 H -15.84212 1.63707 -5.80826  -0.82
63 H -17.83430 -5.19928 -8.64356  0.26
64 H -17.23182 3.68607 -3.09636  0.45
65 H -10.42929 0.95175 -6.46029  0.22
66 H -13.00863 -0.30982 -6.65913  -0.40
67 H -18.49906 -7.39795 -9.03318  0.39
68 H -16.79867 -2.84265 -3.38429  0.31
69 H -16.54090 -6.14832 -7.88039  0.27
70 H -15.82754 2.44230 -8.73981  0.32
71 H -17.39073 -1.76929 -4.68516  0.07
72 H -12.42556 1.04422 -8.58683  0.09
73 H -10.36433 1.15127 -4.65696  0.29
74 H -15.82346 -2.63662 -4.80628  0.01
75 H -7.29092 -0.40276 -11.38123  0.29
76 H -13.58584 0.54465 -1.58125  0.35
77 H -13.51674 0.74276 -3.30526  0.33
78 H -19.75374 3.65265 -3.38770  0.41
79 H -16.88295 3.02790 -7.43313  0.37
80 H -13.80967 -0.85333 -2.65739  0.23
81 H -19.22917 2.89824 -1.83033  0.34

Force components x, y, z for each atom (eV/Å):
0.4 1.0 -0.6
-0.1 -0.2 -0.1
0.1 0.1 -0.2
0.2 0.2 0.3
0.0 -0.5 -0.1
0.1 -0.1 0.2
-0.9 -0.7 0.6
0.3 -0.5 -0.1
0.0 -0.1 0.0
0.8 0.0 0.0
-0.4 0.1 -0.4
-0.1 0.3 -0.1
0.3 -0.6 -0.4
-0.2 -0.1 0.2
0.3 0.1 0.2
0.1 -0.2 -0.4
-0.3 -0.4 -0.1
-0.6 0.2 0.2
0.0 0.4 0.0
0.9 -0.5 -0.5
0.1 0.2 0.3
-0.2 -0.2 0.3
-0.3 0.1 -0.4
0.4 0.3 0.4
0.2 -0.5 -0.2
-0.7 0.6 0.0
-0.1 -0.4 -0.1
-0.1 -0.2 0.1
-0.1 -0.1 0.6
-0.7 0.3 -0.1
0.2 1.3 0.8
1.1 0.3 -0.1
-0.5 -0.9 -0.3
0.7 -0.1 0.5
-0.6 -0.6 -0.7
0.3 -0.5 -0.1
0.3 0.3 -0.2
0.0 -0.2 0.2
-0.2 -0.1 0.0
0.0 0.1 0.0
0.2 0.0 0.0
-0.1 0.1 0.1
0.2 0.1 0.1
-0.1 0.2 0.2
0.1 -0.1 -0.1
0.0 0.2 0.0
0.1 0.1 0.0
0.0 0.1 -0.2
0.0 0.1 0.0
0.0 0.1 -0.1
0.0 -0.2 0.1
0.1 -0.1 0.0
0.1 -0.1 0.2
0.0 0.1 0.0
0.1 0.1 -0.3
-0.4 0.1 0.1
0.5 0.0 0.1
0.0 0.1 0.2
0.0 -0.3 -0.5
-0.1 0.2 -0.1
0.1 -0.3 0.1
-0.3 -0.2 0.0
0.2 0.2 0.1
0.0 -0.1 0.1
0.1 0.3 0.1
-0.2 0.0 0.1
0.1 0.0 0.0
-0.4 0.0 -0.1
0.1 0.3 0.2
0.1 0.1 0.0
0.0 0.1 0.0
-0.3 -0.2 0.1
0.1 0.3 -0.1
-0.2 0.2 -0.3
0.0 0.1 0.0
-0.3 -0.1 0.1
-0.2 0.0 -0.2
-0.1 0.1 0.2
0.0 -0.1 -0.1
-0.4 -0.1 0.1
-0.1 0.2 0.0

Lowest unoccupied orbital energy: -0.716 eV
E: -71559.086 eV
Energy relative to the best compared isomer or geometry (same formula, charge and spin): 0.0 kcal/mol